(1)
C18H25ClN4 | ωB97M-V/def2-TZVPD

Element x y z (Å)
N 5.66847 -4.05428 -2.44670
C 4.96540 -2.94758 -1.80013
C 4.43670 -2.04706 -2.94596
C 3.74461 -0.74698 -2.53362
C 2.33961 -0.93993 -1.94664
C 1.65331 0.41791 -1.73634
C 0.21535 0.28677 -1.15761
C 0.07062 -0.46766 0.16158
N -1.34852 -0.54554 0.59541
C -2.05515 0.37133 1.21647
C -3.45466 0.05221 1.45495
C -3.99071 -1.23506 1.27100
C -5.35133 -1.49745 1.44511
C -6.17074 -0.41415 1.81392
Cl -7.83776 -0.70372 1.97940
C -5.65088 0.86156 1.97626
C -4.29952 1.08596 1.82360
N -3.83674 2.37216 2.04245
C -2.51874 2.56493 2.02826
N -1.61796 1.59652 1.71138
C -0.23768 2.09354 1.83624
C -0.38151 3.41439 2.60873
C -1.86308 3.84562 2.38664
H 5.01491 -4.66327 -2.90851
H 6.41746 -3.69729 -3.05328
H 5.64743 -2.35657 -1.20766
H 4.12557 -3.30186 -1.14785
H 5.26123 -1.77062 -3.61588
H 3.74866 -2.62283 -3.53484
H 3.65570 -0.16965 -3.47933
H 4.39726 -0.20667 -1.87502
H 2.37409 -1.45826 -0.98833
H 1.76426 -1.55844 -2.66018
H 2.29379 1.03432 -1.08406
H 1.51050 0.95403 -2.67029
H -0.23380 1.27032 -1.04847
H -0.42036 -0.20984 -1.89616
H 0.39541 -1.51307 0.04662
H 0.71974 -0.09736 0.93193
H -3.34668 -2.05274 0.95361
H -5.80607 -2.46488 1.34878
H -6.30263 1.67201 2.23995
H 0.20347 2.23212 0.86130
H 0.40323 1.40362 2.37040
H -0.23261 3.23112 3.68514
H 0.27140 4.20324 2.25720
H -2.37788 4.31956 3.20381
H -1.96318 4.45955 1.48671

Values from the calculation:
DFT total energy: -37554.6681 eV
Kohn-Sham gap: 8.47 eV
lowest unoccupied orbital energy: 0.56 eV
HOMO: -7.92 eV
relative energy (zero: lowest compared OMol25 entry of this formula, charge and spin): 0.00 kcal per mole
2S+1: 1

Computed natural (NBO) charges, given in elementary charges: N -0.845; C -0.216; C -0.396; C -0.394; C -0.402; C -0.387; C -0.398; C -0.241; N -0.499; C 0.436; C -0.178; C -0.122; C -0.253; C -0.030; Cl 0.023; C -0.266; C 0.246; N -0.524; C 0.483; N -0.422; C -0.206; C -0.406; C -0.454; H 0.358; H 0.358; H 0.182; H 0.190; H 0.191; H 0.187; H 0.197; H 0.194; H 0.197; H 0.198; H 0.190; H 0.204; H 0.191; H 0.209; H 0.198; H 0.168; H 0.241; H 0.228; H 0.234; H 0.203; H 0.213; H 0.215; H 0.226; H 0.249; H 0.232



(2)
C18H25F3N4O6RhS2SbSe4Si | ωB97M-V/def2-TZVPD

Element x y z (Å)
Rh 0.00894 1.06620 0.75969
Se 3.79829 2.24991 4.55528
Sb 2.51198 0.46250 3.52742
Se 0.17663 1.51482 2.98665
Se 2.30451 1.03086 0.51294
Se 1.79956 -1.23805 5.24397
C 0.95085 5.64600 -4.17129
Si -0.51987 5.22244 -3.08898
C -2.07776 5.48750 -4.09812
C -0.54258 6.43318 -1.68591
C -0.42145 3.37719 -2.75590
C -0.44458 2.56279 -3.87560
C -0.39347 1.17620 -3.77314
C -0.28929 0.63808 -2.51071
N -0.23632 1.37933 -1.40670
C -0.33159 2.73410 -1.48841
S -0.32295 3.50217 0.05066
H 0.90524 6.68989 -4.50538
H 0.99514 5.00564 -5.05830
H 1.88103 5.50707 -3.61158
H -2.18535 6.53643 -4.40027
H -2.95544 5.20732 -3.50737
H -2.07456 4.87052 -5.00265
H -0.61107 7.44461 -2.10684
H 0.36270 6.35683 -1.08060
H -1.39246 6.26285 -1.02211
H -0.51145 3.01103 -4.86551
H -0.44030 0.53319 -4.64155
H -0.27481 -0.43428 -2.37426
C 4.27831 -3.65982 1.45557
C 2.87783 -3.47796 2.03588
S 2.16157 -5.04710 2.39408
O 1.86129 -5.71953 1.14460
O 2.96515 -5.74054 3.37771
C 0.60343 -4.64126 3.18870
C -0.56596 -4.64521 2.20998
N -0.46673 -3.51077 1.27942
C -0.52160 -2.21399 1.68630
N -0.05278 -1.39722 0.75893
C 0.31327 -2.17029 -0.29195
C 0.05961 -3.47459 -0.00048
N 0.14098 -4.58194 -0.90095
O -0.46185 -5.60234 -0.62532
O 0.72114 -4.38779 -1.95266
C -1.07940 -1.77256 2.98859
H 4.70063 -2.67558 1.25918
H 4.25276 -4.22252 0.52106
H 4.92368 -4.18215 2.16163
H 2.19980 -2.99527 1.32460
H 2.87606 -2.90636 2.97002
H 0.72679 -3.67628 3.69141
H 0.50332 -5.42122 3.94440
H -1.50560 -4.55252 2.74809
H -0.58197 -5.56393 1.64113
H 0.76052 -1.76992 -1.18577
H -1.72888 -2.53376 3.42230
H -1.65909 -0.86837 2.80601
H -0.28325 -1.53133 3.70445
F -4.64240 1.21179 2.21524
C -4.47057 0.53543 1.06172
F -4.48110 -0.78256 1.37882
F -5.56179 0.75597 0.31563
C -3.14424 0.93204 0.34777
O -3.23488 1.39632 -0.77587
O -2.15363 0.65683 1.09435

Values from the calculation:
DFT total energy: -345951.8564 eV
Kohn-Sham gap (alpha / beta): 5.23 / 5.48 eV
lowest unoccupied orbital energy (alpha / beta): 3.59 / 3.28 eV
charge: -2
HOMO (alpha / beta): -1.64 / -2.21 eV
relative energy (zero: lowest compared OMol25 entry of this formula, charge and spin): 19.27 kcal per mole
2S+1: 5

Computed natural (NBO) charges, given in elementary charges: Rh 0.512; Se -0.795; Sb 0.782; Se -0.069; Se -0.190; Se -0.867; C -1.112; Si 1.663; C -1.112; C -1.122; C -0.546; C -0.127; C -0.325; C 0.096; N -0.523; C 0.119; S -0.210; H 0.219; H 0.225; H 0.240; H 0.218; H 0.243; H 0.224; H 0.216; H 0.256; H 0.256; H 0.191; H 0.207; H 0.186; C -0.617; C -0.695; S 2.176; O -0.978; O -0.957; C -0.703; C -0.227; N -0.344; C 0.463; N -0.493; C -0.007; C 0.116; N 0.539; O -0.399; O -0.395; C -0.736; H 0.231; H 0.217; H 0.223; H 0.245; H 0.286; H 0.290; H 0.254; H 0.218; H 0.263; H 0.235; H 0.207; H 0.291; H 0.297; F -0.334; C 0.874; F -0.344; F -0.331; C 0.698; O -0.650; O -0.766